Entry A
The following is a DFT calculation (ωB97M-V/def2-TZVPD) of one molecule with the formula C20H23N3O5.

* HOMO energy: -8.3 eV
* Kohn-Sham gap: 0.3242 Eh
* structure (SMILES): COc1ccc(NC(=O)Nc2cccc(C(=O)N3CCOCC3)c2)cc1OC
* total charge: 0

The geometry in XYZ format:
```
51
Properties=species:S:1:pos:R:3:mulliken_charge:R:1
C -1.517 -2.400 -2.267 -1.24
H -2.565 -2.685 -2.179 0.29
H -1.439 -1.456 -2.817 0.42
H -0.978 -3.183 -2.809 0.47
O -1.047 -2.267 -0.946 -0.43
C 0.256 -1.913 -0.758 0.86
C 1.167 -1.688 -1.774 -0.51
C 2.466 -1.302 -1.483 -0.77
C 2.865 -1.134 -0.170 -0.73
C 1.970 -1.394 0.865 0.06
C 0.668 -1.769 0.586 0.71
O -0.294 -1.993 1.525 -0.44
C 0.055 -1.859 2.880 -0.99
H 0.392 -0.842 3.111 0.33
H 0.834 -2.572 3.169 0.39
H -0.854 -2.074 3.439 0.24
H 2.307 -1.265 1.880 0.45
N 4.160 -0.638 0.120 -0.07
C 4.663 0.447 -0.563 0.12
O 5.838 0.590 -0.816 -0.68
N 3.694 1.352 -0.931 -0.03
C 2.532 1.595 -0.166 0.06
C 1.283 1.655 -0.768 -0.58
C 0.142 1.890 -0.008 0.56
C 0.270 2.144 1.355 -0.01
C 1.515 2.079 1.955 -1.01
C 2.640 1.787 1.208 -0.43
H 3.612 1.732 1.676 0.53
H 1.610 2.274 3.014 0.44
H -0.590 2.427 1.942 0.48
C -1.157 1.993 -0.741 0.34
O -1.193 2.520 -1.843 -0.69
N -2.280 1.518 -0.150 0.14
C -2.386 0.718 1.049 -0.01
H -1.402 0.380 1.366 -0.03
C -3.253 -0.524 0.790 -0.14
H -3.463 -1.028 1.734 0.35
O -4.503 -0.199 0.227 -0.43
C -4.332 0.490 -0.990 -0.39
H -5.333 0.694 -1.374 0.36
C -3.566 1.792 -0.767 -0.79
H -3.384 2.307 -1.711 0.46
H -4.146 2.440 -0.098 0.29
H -3.786 -0.142 -1.707 0.14
H -2.704 -1.212 0.135 -0.11
H -2.849 1.319 1.844 0.09
H 1.184 1.520 -1.834 0.49
H 4.002 2.084 -1.554 0.26
H 4.858 -1.295 0.441 0.26
H 3.162 -1.110 -2.285 0.44
H 0.878 -1.802 -2.805 0.47
```

Entry B
The following is a DFT calculation (ωB97M-V/def2-TZVPD) of one molecule with the formula C20H23N3O5.

* HOMO energy: -8.3 eV
* Kohn-Sham gap: 0.2820 Eh
* structure (SMILES): CCC(CC)C(=O)Nc1cccc(C(=O)Nc2ccc(OC)cc2[N+](=O)[O-])c1
* total charge: 0

The geometry in XYZ format:
```
51
Properties=species:S:1:pos:R:3:mulliken_charge:R:1
C 4.040 5.249 0.811 -1.36
H 4.573 5.643 1.673 0.40
C 3.573 3.825 1.089 -0.42
H 4.445 3.198 1.294 0.26
H 2.949 3.830 1.987 0.42
C 2.757 3.234 -0.072 0.23
C 1.938 2.043 0.414 -0.19
O 0.728 2.051 0.433 -0.66
N 2.705 0.995 0.839 0.15
C 2.294 -0.246 1.324 0.33
C 0.974 -0.677 1.234 -0.68
C 0.620 -1.926 1.729 0.37
C 1.574 -2.740 2.331 -0.72
C 2.889 -2.318 2.401 -0.78
C 3.252 -1.083 1.896 -0.67
H 4.281 -0.757 1.953 0.41
H 3.638 -2.951 2.853 0.38
H 1.273 -3.697 2.728 0.48
C -0.784 -2.420 1.659 0.42
O -1.272 -3.134 2.508 -0.67
N -1.430 -1.999 0.521 -0.06
C -2.730 -2.216 0.128 0.99
C -3.664 -2.831 0.976 -0.59
C -4.965 -3.027 0.591 -0.85
C -5.417 -2.616 -0.673 0.64
C -4.518 -2.010 -1.527 -0.04
C -3.185 -1.809 -1.144 -1.07
N -2.350 -1.188 -2.118 1.14
O -2.844 -0.872 -3.181 -0.67
O -1.165 -1.001 -1.861 -0.77
H -4.801 -1.674 -2.511 0.64
O -6.720 -2.854 -0.951 -0.46
C -7.222 -2.456 -2.207 -0.82
H -7.138 -1.374 -2.347 0.33
H -6.708 -2.970 -3.025 0.33
H -8.273 -2.740 -2.207 0.23
H -5.670 -3.501 1.256 0.45
H -3.332 -3.154 1.949 0.56
H -0.870 -1.496 -0.169 0.16
H 0.242 -0.010 0.809 1.00
H 3.705 1.138 0.846 0.17
C 3.625 2.851 -1.278 -0.48
C 2.790 2.273 -2.415 -1.24
H 2.039 2.990 -2.736 0.32
H 3.423 2.033 -3.266 0.41
H 2.277 1.367 -2.101 0.27
H 4.144 3.743 -1.634 0.35
H 4.388 2.127 -0.981 0.27
H 2.025 3.981 -0.395 0.46
H 3.190 5.896 0.610 0.33
H 4.709 5.282 -0.045 0.31
```

Last place for stability: entry B

Entry A
The following is a DFT calculation (ωB97M-V/def2-TZVPD) of CH3Br2N as an isolated structure.

* HOMO energy (alpha / beta): -9.2 / -8.1 eV
* Kohn-Sham gap (alpha / beta): 0.3268 / 0.2495 Eh
* total charge: 0

The geometry in XYZ format:
```
7
Properties=species:S:1:pos:R:3:mulliken_charge:R:1
C -0.012 -0.406 -0.373 -1.04
N 3.463 -2.182 -0.496 -0.21
Br 2.902 -3.450 -1.690 0.00
Br 2.103 -1.504 0.437 0.20
H -0.164 -0.824 -1.317 0.38
H 0.156 0.598 0.067 0.34
H -0.489 -0.977 0.397 0.33
```

Entry B
The following is a DFT calculation (ωB97M-V/def2-TZVPD) of CH3Br2N as an isolated structure.

* HOMO energy (alpha / beta): -9.0 / -9.8 eV
* Kohn-Sham gap (alpha / beta): 0.2741 / 0.3354 Eh
* total charge: 0

The geometry in XYZ format:
```
7
Properties=species:S:1:pos:R:3:mulliken_charge:R:1
C 1.470 0.151 -0.103 -0.81
N -1.278 -0.130 0.540 -0.18
Br -1.947 1.357 -0.196 0.10
Br -1.922 -1.745 -0.139 0.05
H 0.979 -0.477 -0.744 0.29
H 1.325 1.244 -0.190 0.25
H 1.372 -0.399 0.831 0.30
```

Last place for stability: entry A

Entry A
The following is a DFT calculation (ωB97M-V/def2-TZVPD) of a 4-piece molecular cluster, C16H20F12O8 overall.

* HOMO energy: -11.1 eV
* Kohn-Sham gap: 0.4191 Eh
* structure (SMILES): CCOC(=O)C(F)(F)F.CCOC(=O)C(F)(F)F.CCOC(=O)C(F)(F)F.CCOC(=O)C(F)(F)F
* total charge: 0

The geometry in XYZ format:
```
56
Properties=species:S:1:pos:R:3:mulliken_charge:R:1
C -2.018 2.003 -3.564 -1.19
C -3.112 0.871 -3.576 -0.21
O -2.878 0.083 -2.427 -0.17
C -3.748 -0.997 -2.207 0.29
O -4.697 -1.280 -2.933 -0.51
C -3.338 -1.841 -0.968 0.86
F -2.982 -3.003 -1.438 -0.24
F -2.360 -1.339 -0.202 -0.20
F -4.433 -2.075 -0.201 -0.25
H -1.030 1.579 -3.741 0.31
H -1.930 2.571 -2.638 0.32
H -2.154 2.730 -4.365 0.37
H -2.923 0.319 -4.497 0.28
H -4.136 1.232 -3.670 0.33
C -0.036 1.778 3.895 -1.10
C 0.639 2.333 2.694 -0.20
O 1.636 1.360 2.259 -0.24
C 2.304 1.508 1.140 0.35
O 2.022 2.375 0.284 -0.57
C 3.364 0.345 0.940 0.91
F 4.409 0.533 1.855 -0.25
F 2.714 -0.835 1.080 -0.22
F 3.870 0.429 -0.240 -0.21
H -0.584 2.547 4.439 0.37
H 0.694 1.382 4.601 0.31
H -0.715 1.004 3.537 0.27
H 1.123 3.297 2.848 0.33
H -0.153 2.433 1.952 0.26
C -4.392 8.409 0.360 -1.13
C -3.959 7.642 1.611 -0.19
O -4.521 8.241 2.748 -0.25
C -3.717 8.575 3.822 0.39
O -2.474 8.292 3.891 -0.56
C -4.433 9.300 4.911 0.89
F -5.619 9.738 4.509 -0.24
F -4.486 8.567 5.960 -0.23
F -3.723 10.362 5.218 -0.26
H -4.345 7.685 -0.454 0.34
H -3.685 9.236 0.288 0.30
H -5.392 8.831 0.458 0.31
H -2.870 7.672 1.603 0.29
H -4.343 6.634 1.455 0.33
C 6.432 -11.437 -0.887 -1.13
C 6.797 -10.096 -1.580 -0.22
O 5.716 -9.326 -2.039 -0.27
C 5.102 -9.702 -3.184 0.35
O 5.399 -10.666 -3.834 -0.51
C 4.042 -8.671 -3.569 0.85
F 2.883 -9.350 -3.281 -0.26
F 4.017 -7.643 -2.713 -0.23
F 4.125 -8.331 -4.856 -0.21
H 5.682 -11.252 -0.118 0.30
H 7.193 -12.034 -0.384 0.39
H 6.140 -12.157 -1.651 0.31
H 7.545 -10.298 -2.346 0.31
H 7.337 -9.566 -0.795 0.31
```

Entry B
The following is a DFT calculation (ωB97M-V/def2-TZVPD) of a 4-piece molecular cluster, C16H20F12O8 overall.

* HOMO energy: -11.0 eV
* Kohn-Sham gap: 0.4130 Eh
* structure (SMILES): CCOC(=O)C(F)(F)F.CCOC(=O)C(F)(F)F.CCOC(=O)C(F)(F)F.CCOC(=O)C(F)(F)F
* total charge: 0

The geometry in XYZ format:
```
56
Properties=species:S:1:pos:R:3:mulliken_charge:R:1
C -1.980 2.485 -5.195 -0.97
C -2.533 3.215 -3.998 -0.20
O -1.797 4.348 -3.622 -0.28
C -1.821 5.420 -4.341 0.37
O -2.362 5.582 -5.420 -0.52
C -1.012 6.555 -3.786 0.83
F -0.318 7.162 -4.784 -0.25
F -1.752 7.512 -3.384 -0.24
F -0.154 6.266 -2.723 -0.25
H -2.808 2.337 -5.888 0.29
H -1.551 1.519 -4.931 0.28
H -1.199 3.023 -5.733 0.35
H -2.635 2.557 -3.135 0.29
H -3.575 3.458 -4.206 0.31
C -1.887 -0.869 -1.747 -1.20
C -2.241 -0.584 -0.275 -0.20
O -1.378 -1.473 0.411 -0.20
C -1.573 -1.753 1.721 0.33
O -2.360 -1.103 2.427 -0.56
C -0.743 -2.948 2.274 0.94
F -0.088 -3.592 1.267 -0.25
F 0.172 -2.472 3.143 -0.26
F -1.521 -3.804 2.841 -0.25
H -2.114 -1.821 -2.225 0.35
H -0.837 -0.657 -1.949 0.33
H -2.410 -0.115 -2.336 0.32
H -3.246 -0.982 -0.128 0.29
H -2.348 0.416 0.145 0.36
C 0.650 2.920 2.736 -1.02
C 0.005 2.334 3.967 -0.28
O -1.394 2.128 3.860 -0.27
C -2.264 3.084 3.707 0.42
O -2.007 4.294 3.557 -0.56
C -3.732 2.581 3.535 0.83
F -4.366 3.073 4.629 -0.26
F -4.268 3.140 2.450 -0.25
F -3.894 1.229 3.463 -0.18
H 0.395 3.965 2.563 0.31
H 0.369 2.307 1.880 0.25
H 1.732 2.983 2.848 0.38
H 0.009 2.949 4.867 0.34
H 0.395 1.355 4.242 0.30
C 6.311 -5.579 -1.157 -1.13
C 5.884 -6.158 0.163 -0.20
O 4.627 -5.534 0.533 -0.17
C 4.104 -5.544 1.802 0.18
O 4.617 -5.983 2.833 -0.54
C 2.606 -5.106 1.709 1.12
F 1.900 -6.100 1.333 -0.26
F 2.213 -4.578 2.814 -0.24
F 2.349 -4.171 0.780 -0.31
H 5.996 -6.050 -2.088 0.31
H 7.399 -5.516 -1.128 0.34
H 6.013 -4.532 -1.208 0.33
H 6.684 -5.949 0.874 0.29
H 5.732 -7.226 0.009 0.28
```

Last place for stability: entry B

Entry A
The following is a DFT calculation (ωB97M-V/def2-TZVPD) of one molecule with the formula CH6N4.

* HOMO energy: -9.8 eV
* Kohn-Sham gap: 0.4089 Eh
* structure (SMILES): Cn1[nH]n1N
* total charge: 0

The geometry in XYZ format:
```
11
Properties=species:S:1:pos:R:3:mulliken_charge:R:1
C -0.914 -1.246 -0.687 -0.62
N 0.327 0.735 -0.715 -0.40
N -0.471 -0.101 0.103 -0.13
N 1.049 0.022 0.252 0.04
N 1.213 0.813 1.378 -0.57
H 0.178 1.715 -0.466 0.25
H 0.208 1.008 1.671 0.33
H 1.596 1.729 1.132 0.26
H -1.006 -1.024 -1.759 0.28
H -0.265 -2.122 -0.567 0.28
H -1.914 -1.528 -0.342 0.27
```

Entry B
The following is a DFT calculation (ωB97M-V/def2-TZVPD) of one molecule with the formula CH6N4.

* HOMO energy (alpha / beta): -6.9 / -7.0 eV
* Kohn-Sham gap (alpha / beta): 0.2817 / 0.2857 Eh
* total charge: 0

The geometry in XYZ format:
```
11
Properties=species:S:1:pos:R:3:mulliken_charge:R:1
C 1.854 -0.448 -0.044 -0.66
N -1.581 0.337 0.113 0.14
N -0.276 0.305 0.318 0.36
N -2.079 -0.092 -1.016 -0.70
N 0.529 -0.257 -0.527 -0.54
H 1.936 -0.335 1.050 0.29
H 2.186 -1.450 -0.322 0.22
H 2.536 0.269 -0.515 0.23
H -2.087 0.929 0.783 0.21
H 0.007 0.487 1.299 0.26
H -3.026 0.256 -1.139 0.19
```

Last place for stability: entry B

Entry A
The following is a DFT calculation (ωB97M-V/def2-TZVPD) of a 2-piece molecular cluster, C7H10S overall.

* HOMO energy (alpha / beta): -7.7 / -8.1 eV
* Kohn-Sham gap (alpha / beta): 0.2941 / 0.3112 Eh
* total charge: 0

The geometry in XYZ format:
```
18
Properties=species:S:1:pos:R:3:mulliken_charge:R:1
C 1.505 -0.599 0.572 -0.33
C 1.300 -0.262 1.878 -0.61
C 0.299 -0.109 -0.117 0.11
C -0.693 0.354 0.691 0.20
C -0.007 0.443 2.033 -0.34
C -2.025 0.951 0.373 -1.03
C 0.064 -0.910 -2.593 -0.64
S 1.113 0.325 -3.402 -0.16
H 2.394 -1.260 0.277 0.30
H 1.686 -0.774 2.746 0.32
H -0.502 -0.100 2.825 0.28
H 0.157 1.488 2.383 0.28
H -2.880 0.417 0.845 0.26
H -2.120 1.019 -0.687 0.34
H -1.924 2.029 0.973 0.22
H -0.949 -0.597 -2.594 0.29
H 0.293 -1.937 -2.741 0.34
H 2.287 -0.480 -3.463 0.14
```

Entry B
The following is a DFT calculation (ωB97M-V/def2-TZVPD) of one molecule with the formula C7H10S.

* HOMO energy: -8.4 eV
* Kohn-Sham gap: 0.3444 Eh
* structure (SMILES): C1[C@@H]2[C@@H]1SCC21CC1
* total charge: 0

The geometry in XYZ format:
```
18
Properties=species:S:1:pos:R:3:mulliken_charge:R:1
C 1.683 -0.474 0.869 -0.46
C 1.816 -0.226 -0.711 -0.88
C 0.437 -0.267 -0.091 0.62
C -0.573 -1.605 -0.137 -0.75
C -1.669 0.616 0.377 -0.40
C -1.340 1.992 0.060 -0.24
C -0.505 0.910 -0.446 -0.41
H 1.976 0.380 1.583 0.25
H 1.482 -1.511 1.298 0.20
H 2.220 0.623 -1.220 0.27
H 2.058 -0.976 -1.483 0.22
H -0.501 -2.064 -1.002 0.48
H -0.222 -2.202 0.868 0.28
H -1.248 0.243 1.221 0.25
H -0.914 2.245 1.124 0.21
H -1.638 2.672 -0.766 0.31
H -0.702 0.742 -1.458 0.19
S -2.359 -1.099 -0.084 -0.15
```

Last place for stability: entry B

Entry A
The following is a DFT calculation (ωB97M-V/def2-TZVPD) of C2H9N5O as an isolated structure.

* HOMO energy: -8.4 eV
* Kohn-Sham gap: 0.3444 Eh
* total charge: 0

The geometry in XYZ format:
```
17
Properties=species:S:1:pos:R:3:mulliken_charge:R:1
C -0.731 1.579 0.147 -0.38
N 1.493 0.413 -0.589 -0.40
N -1.757 0.787 -0.329 -0.67
N 0.452 0.437 0.375 0.03
C -0.755 -0.807 0.017 0.54
N 2.239 -0.787 -0.424 -0.53
N -1.180 -1.241 1.260 -0.43
O -0.611 -1.521 -0.954 -0.63
H 1.037 0.435 -1.501 0.26
H -1.824 0.825 -1.341 0.27
H 0.887 0.416 1.298 0.36
H 3.183 -0.615 -0.746 0.26
H 1.821 -1.562 -0.933 0.23
H -1.477 -0.477 1.854 0.24
H -1.608 -2.155 1.208 0.24
H -0.884 1.940 1.170 0.29
H -0.286 2.334 -0.512 0.31
```

Entry B
The following is a DFT calculation (ωB97M-V/def2-TZVPD) of a 2-piece molecular cluster, C2H9N5O overall.

* HOMO energy: -9.1 eV
* Kohn-Sham gap: 0.3568 Eh
* structure (SMILES): [H]/N=C/ON.N=C(N)N
* total charge: 0

The geometry in XYZ format:
```
17
Properties=species:S:1:pos:R:3:mulliken_charge:R:1
C 1.413 0.304 0.204 0.55
N 1.656 -0.168 1.474 -0.56
N 1.678 -0.649 -0.856 -0.50
N 0.974 1.475 -0.020 -0.73
H 1.052 0.290 2.146 0.33
H 1.601 -1.163 1.633 0.23
H 2.325 -1.360 -0.536 0.21
H 2.061 -0.215 -1.687 0.23
H 1.065 1.783 -0.982 0.19
N -1.410 0.565 1.253 -0.58
C -1.494 -0.757 -0.867 0.22
O -1.153 -0.681 0.617 -0.19
N -2.141 0.203 -1.377 -0.66
H -0.654 1.223 0.995 0.36
H -2.174 0.997 0.722 0.31
H -3.062 -0.032 -1.724 0.24
H -1.735 -1.816 -0.995 0.34
```

Last place for stability: entry A